Entry 1:
Entry from the OMol25 dataset: a molecular structure, C23H29BrCoO4 in a non-equilibrium geometry (ωB97M-V/def2-TZVPD).

Last column: Mulliken charge in e.
Element x y z (Å)
Br -2.29 0.05 -0.57  -0.027
Co 0.04 0.04 -0.05  0.269
O 1.85 -0.45 0.04  -0.654
O -0.04 1.95 -0.35  -1.128
O 1.37 0.06 6.37  -0.427
O 0.00 -0.18 1.87  -0.770
C -2.38 1.97 -0.25  -0.310
C 2.71 -0.23 0.94  1.257
C -3.58 2.60 -0.12  -0.582
C 3.33 -0.04 3.35  -0.835
C 1.41 4.12 0.01  -2.219
C 0.64 -0.06 4.07  -0.294
C -3.60 4.00 0.00  -0.666
C -4.94 4.71 0.02  1.900
C 0.98 -0.14 2.71  0.943
C -1.11 2.63 -0.22  1.861
C 0.10 5.81 -1.26  -1.598
C 2.98 0.03 4.67  -0.981
C 1.61 0.01 5.06  0.740
C 0.03 0.01 6.82  -0.802
C 4.11 -0.04 0.44  -1.203
C 0.08 5.80 1.25  -1.659
C 2.37 -0.15 2.32  0.000
C -5.72 4.28 1.27  -1.604
C -4.82 6.23 0.02  -2.061
C -2.38 4.67 0.03  0.401
C 0.11 4.91 -0.01  1.896
C -1.15 4.06 -0.05  -0.347
C -5.71 4.29 -1.24  -1.572
H 1.46 3.46 0.87  0.491
H 0.09 0.00 7.91  0.243
H 0.98 6.42 1.27  0.469
H -5.17 4.54 2.17  0.395
H -0.78 6.46 1.27  0.330
H -0.48 -0.89 6.48  0.334
H 4.14 0.89 -0.14  0.285
H -2.40 5.74 0.12  0.572
H 4.37 -0.02 3.11  0.234
H -5.91 3.21 1.28  0.345
H -0.41 -0.05 4.30  0.424
H 4.36 -0.84 -0.25  0.333
H -4.49 2.03 -0.12  0.472
H 0.09 5.20 -2.17  0.383
H -0.53 0.90 6.50  0.330
H -0.77 6.46 -1.28  0.349
H 3.72 0.11 5.45  0.454
H 0.07 5.18 2.15  0.413
H 4.86 0.02 1.22  0.355
H 0.99 6.43 -1.27  0.449
H 2.25 4.81 0.05  0.483
H -6.67 4.80 1.29  0.451
H 1.52 3.52 -0.89  0.368
H -5.81 6.67 0.01  0.449
H -6.66 4.81 -1.28  0.443
H -4.30 6.58 -0.87  0.434
H -4.31 6.60 0.91  0.418
H -5.13 4.55 -2.13  0.395
H -5.90 3.22 -1.26  0.372

Calculated values
E_LUMO (spin up / spin down) = -0.0976 / -0.2226 Ha
Total charge = +1
Expectation value of S² = 6.036
Gap between HOMO and LUMO (spin up / spin down) = 8.062 / 4.683 eV
Energy relative to the best compared isomer or geometry (same formula, charge and spin) = 0.2119 eV
2S+1 = 5

Entry 2:
Entry from the OMol25 dataset: 3 unconnected molecules or ions with the total composition C23H29BrN3O2 (ωB97M-V/def2-TZVPD).

Last column: Mulliken charge in e.
Element x y z (Å)
Br -2.65 1.12 -0.58  0.015
O -1.86 6.75 -0.65  -0.426
O -0.83 6.81 1.36  -0.462
N 0.80 2.57 -0.73  0.462
N -1.86 -3.79 2.32  -0.219
N 1.58 -2.30 -0.08  -0.115
C -0.38 4.99 -0.16  0.709
C -2.67 1.12 -3.86  -1.301
C -1.26 -4.70 3.08  -0.018
C 4.01 1.67 -0.80  -1.486
C -0.49 2.78 -1.10  0.969
C -1.08 6.29 0.12  -0.053
C -1.08 4.00 -0.82  -0.574
C -1.92 -5.42 4.07  -0.686
C -3.90 -4.24 3.49  -0.589
C -1.87 2.21 -3.14  -0.326
C 2.56 -3.10 -0.50  0.030
C -3.26 -5.19 4.27  -0.156
C -3.16 -3.57 2.53  -0.136
C 0.08 -4.16 -0.23  -0.854
C 0.37 -2.83 0.05  -0.191
C 1.46 1.27 -1.03  -0.948
C 2.75 0.94 -0.30  0.504
C -1.26 1.72 -1.83  -0.907
C 1.50 3.54 -0.10  -0.169
C 0.94 4.75 0.20  -1.021
C 2.38 -4.44 -0.81  -0.820
C 1.11 -4.97 -0.67  -0.152
C 2.61 0.95 1.23  -1.520
H -2.59 1.22 -4.93  0.369
H 4.85 0.97 -0.79  0.445
H -2.11 4.17 -1.10  0.479
H -3.63 -2.83 1.89  0.362
H -0.68 0.83 -2.03  0.627
H -4.95 -4.02 3.62  0.363
H 2.89 -0.11 -0.56  0.075
H 3.91 2.03 -1.82  0.340
H 1.62 1.24 -2.11  0.330
H -3.71 1.15 -3.56  0.379
H 3.16 0.11 1.66  0.377
H -0.42 -2.17 0.41  0.524
H 2.51 3.32 0.16  0.384
H -0.92 -4.54 -0.10  0.447
H -1.03 2.51 -3.77  0.411
H -0.09 7.43 1.35  0.349
H -3.81 -5.73 5.04  0.374
H -2.50 3.08 -2.95  0.258
H 1.53 5.50 0.71  0.426
H 4.31 2.49 -0.14  0.447
H 2.95 1.88 1.68  0.485
H 1.57 0.80 1.52  0.382
H -1.38 -6.15 4.66  0.365
H 0.92 -6.02 -0.91  0.418
H -2.29 0.13 -3.57  0.317
H -0.21 -4.86 2.89  0.355
H 3.21 -5.04 -1.15  0.367
H 0.74 0.49 -0.78  0.642
H 3.54 -2.65 -0.59  0.344

Calculated values
E_LUMO = -0.1581 Ha
Total charge = +1
Gap between HOMO and LUMO = 7.200 eV
2S+1 = 1

Entry 3:
Entry from the OMol25 dataset: C23H29ClN4O5 in the gas phase (ωB97M-V/def2-TZVPD).

Last column: Mulliken charge in e.
Element x y z (Å)
Cl 2.95 3.31 -1.45  -0.231
O -2.71 -0.50 2.43  -0.751
O 1.38 1.05 3.83  -0.136
O -1.22 -2.40 0.47  -0.710
O -2.73 1.82 -2.09  -0.323
O 1.20 -2.69 -2.96  -0.644
N 2.01 -0.94 0.68  -0.228
N -2.33 -0.81 -0.65  0.423
N -0.47 -0.40 2.16  0.996
N 1.19 -2.57 -0.68  -0.004
C 2.90 -0.02 1.01  -0.283
C 0.19 0.47 4.35  -0.626
C -0.34 2.15 0.47  -0.537
C -0.55 -3.83 -1.77  -1.180
C -0.69 0.97 -0.19  0.862
C 1.55 2.42 -0.97  0.146
C -3.35 -0.44 -1.61  -1.252
C 2.17 -1.62 -0.45  0.238
C -0.16 -0.77 3.52  -1.133
C -2.87 0.55 -2.68  -0.394
C -2.17 2.77 -2.95  -0.748
C 3.25 -1.40 -1.31  -0.648
C 1.20 1.27 -1.66  -1.099
C 4.00 0.27 0.23  -0.760
C -1.79 -2.04 -0.55  0.742
C -1.91 0.23 0.29  -0.089
C -1.74 -0.31 1.74  -0.172
C 0.10 0.54 -1.25  0.049
C 0.71 -2.98 -1.89  0.449
C 0.78 2.86 0.09  -1.333
C -1.81 -2.94 -1.77  -0.727
C 4.17 -0.43 -0.96  -0.446
C 1.72 2.25 4.46  -0.919
H -0.52 -4.42 -0.86  0.358
H -2.74 0.94 0.36  0.745
H -3.62 0.59 -3.49  0.622
H 0.31 -0.40 1.51  -0.346
H -1.92 0.23 -3.12  0.226
H -1.16 2.48 -3.26  0.276
H 1.90 2.11 5.54  0.323
H -1.84 -2.35 -2.69  0.410
H 2.64 2.61 3.99  0.251
H 1.06 3.77 0.62  0.503
H 0.93 3.01 4.34  0.353
H -2.11 3.70 -2.38  0.241
H 1.80 0.93 -2.49  0.503
H 0.56 -2.70 0.12  0.411
H -0.63 1.20 4.28  0.384
H 3.34 -1.97 -2.22  0.453
H -2.69 -3.58 -1.74  0.459
H 0.33 0.20 5.40  0.441
H -0.94 2.49 1.29  0.583
H -0.14 -0.37 -1.78  0.270
H 5.02 -0.24 -1.60  0.412
H 0.69 -1.45 3.52  0.343
H -0.59 -4.50 -2.64  0.497
H -1.03 -1.25 3.96  0.514
H 2.70 0.50 1.94  0.421
H 4.71 1.03 0.53  0.477
H -2.79 2.92 -3.84  0.339
H -4.17 0.03 -1.07  0.415
H -3.73 -1.34 -2.10  0.588

Calculated values
E_LUMO = 0.0251 Ha
Structure (SMILES) = COCCNC(=O)[C@@H](c1ccc(Cl)cc1)N(CCOC)C(=O)CCC(=O)Nc1ccccn1
Gap between HOMO and LUMO = 9.400 eV
2S+1 = 1

Entry 4:
Entry from the OMol25 dataset: a molecular structure, C23H29GeN11OS2Zr in a non-equilibrium geometry (ωB97M-V/def2-TZVPD).

Last column: Mulliken charge in e.
Element x y z (Å)
Zr 0.20 0.21 0.22  -0.244
Ge -0.73 -3.07 -1.16  0.735
S 0.20 0.43 -2.55  -0.473
S 2.09 -1.20 1.93  -0.291
O 0.01 1.38 1.96  -0.402
N 2.26 -0.56 -0.64  1.206
N -0.53 2.41 5.21  -0.528
N 1.87 -3.74 0.78  -0.675
N 0.48 2.89 -3.53  -0.387
N -1.17 1.96 -0.64  1.527
N 2.29 -1.91 -0.64  -0.985
N -0.69 2.83 -1.59  -1.773
N -2.25 0.06 0.77  0.446
N -0.34 0.26 2.53  0.445
N -1.55 -1.96 4.75  -0.560
N 1.92 1.91 -0.08  0.335
C -1.14 -0.99 4.31  -0.253
C 1.74 3.16 0.34  -0.147
C -2.38 -2.24 -1.83  -1.202
C 0.44 -3.39 -2.68  -1.241
C -3.93 -0.78 2.25  -1.081
C -1.33 -4.82 -0.53  -1.481
C 0.06 -2.06 0.34  -0.453
C 3.03 1.59 -0.77  0.682
C 3.80 3.85 -0.63  -0.570
C -2.66 3.75 0.17  -2.017
C -0.04 2.15 -2.51  0.399
C 2.66 4.16 0.09  -1.024
C -0.65 0.26 3.77  1.025
C 3.21 0.17 -1.08  0.586
C 3.99 2.55 -1.06  -0.996
C -2.73 1.30 0.96  0.780
C -2.85 -0.95 1.39  -0.272
C -2.11 2.37 0.13  0.939
C -0.58 1.45 4.58  0.032
C 4.45 -0.39 -1.70  -2.162
C -3.77 1.57 1.84  -0.992
C 1.55 -2.33 0.60  0.031
C -4.37 0.51 2.49  -0.693
H -2.59 4.14 1.20  0.408
H -2.11 4.40 -0.50  0.386
H 2.73 -3.80 1.33  0.306
H -2.35 -1.15 -1.90  0.182
H -4.10 2.59 2.00  0.477
H 4.93 0.33 -2.35  0.550
H -0.14 -3.93 -3.43  0.462
H 4.20 -1.26 -2.32  0.487
H 0.14 3.83 -3.61  0.267
H -2.56 -2.62 -2.84  0.486
H 5.18 -0.70 -0.94  0.275
H 1.15 -4.15 1.36  0.308
H -0.47 -2.34 1.25  0.939
H -2.44 -1.94 1.21  0.479
H -3.72 3.76 -0.10  0.433
H -3.23 -2.53 -1.20  0.331
H 3.21 -2.31 -0.74  0.401
H 0.78 2.41 -4.35  0.245
H 0.83 -2.48 -3.13  0.280
H 0.84 3.36 0.90  0.401
H -1.81 -4.76 0.45  0.404
H -0.49 -5.51 -0.43  0.405
H 4.54 4.61 -0.84  0.433
H -4.37 -1.64 2.73  0.474
H 1.28 -4.00 -2.37  0.330
H 4.88 2.28 -1.61  0.313
H -2.05 -5.25 -1.23  0.412
H 2.47 5.16 0.47  0.440
H -5.19 0.69 3.19  0.420

Calculated values
E_LUMO = -0.0267 Ha
Gap between HOMO and LUMO = 6.477 eV
Energy relative to the best compared isomer or geometry (same formula, charge and spin) = 1.1149 eV
2S+1 = 1